1.
109
Properties=species:S:1:pos:R:3:forces:R:3:mulliken_charge:R:1 method="wB97M-V/def2-TZVPD" fmax_ev_per_a=14.2 spin_multiplicity=1 total_charge=+1 e_homo_ev=-6.390 e_above_lowest_kj_mol=1082.9 orbital_gap_ev=3.5
C -1.726534 -6.413308 1.399644 1.492 -0.454 -0.866 -0.360
C -2.179055 -6.718621 -0.156428 -7.461 0.569 -0.647 0.526
O -3.513143 -6.633290 -0.411086 8.902 -0.502 1.163 -0.535
O -1.264275 -7.108654 -1.240937 -0.915 2.942 1.812 -0.337
C -0.913647 -5.937038 -2.097602 0.117 -0.015 -1.655 -0.419
C 0.054946 -4.840257 -1.355647 1.207 -1.176 0.103 0.014
S -0.297004 -3.040878 -1.892815 0.271 -1.890 -0.037 -0.104
C 1.357839 -2.327911 -2.392260 1.834 -0.214 -0.614 -0.658
Cl 2.418695 -2.071140 -0.865157 -0.934 -0.235 -1.479 -0.002
C 1.300863 -0.950179 -3.270780 -0.588 1.333 1.460 0.593
C -0.174752 -0.252496 -3.402029 0.291 1.097 -0.866 -1.072
Cl 2.102375 -1.276030 -4.911125 -0.780 0.094 1.315 -0.193
P -0.914617 -1.898793 -0.153208 0.419 2.101 2.714 0.705
C -2.769464 -2.401435 0.093336 0.446 -1.607 -0.162 -0.910
O -0.052628 -2.421589 1.275654 -0.616 0.950 -1.792 -0.453
H -1.421307 -5.278056 1.514875 -0.703 -2.250 -0.305 -0.038
H -2.556091 -6.679739 2.195819 1.668 0.467 -2.119 0.356
H -0.731872 -7.035720 1.578835 -2.200 1.330 -0.079 0.177
H -1.875898 -5.459708 -2.610029 1.904 -0.992 1.475 0.337
H -0.268303 -6.395833 -2.990336 -1.538 0.869 2.115 0.286
H 1.157898 -5.072601 -1.699500 -2.114 0.659 0.913 0.150
H 0.028885 -4.884139 -0.184122 -0.041 0.199 -2.295 0.171
H 1.912406 -3.162047 -3.032566 -1.398 1.631 1.510 0.561
H 1.993802 -0.155608 -2.710574 -1.530 -1.881 -1.360 0.014
H -0.071718 0.576511 -4.255423 -0.158 -1.939 1.981 0.244
H -1.036965 -0.960777 -3.753886 1.741 1.055 0.862 0.359
H -0.445294 0.372448 -2.421344 0.620 -1.808 -2.189 0.312
H -2.742304 -3.563479 0.344615 -0.657 2.460 -0.387 0.294
H -3.318324 -2.216673 -0.940691 1.174 -0.301 2.279 0.331
H -3.224481 -1.757833 0.978315 1.198 -1.370 -1.976 0.273
H 0.615055 -1.701063 1.555926 -1.655 -1.320 -0.933 0.185
C -2.829327 -4.645295 5.447356 1.098 -0.406 -0.559 -0.764
C -1.530071 -5.095827 4.799713 7.086 -2.412 -3.528 0.400
N -0.452251 -5.469555 4.262561 -8.552 2.980 4.214 -0.528
H -3.560882 -5.457541 5.419760 0.179 0.117 0.014 0.342
H -2.648888 -4.363716 6.488375 0.025 -0.088 -0.218 0.269
H -3.234081 -3.783027 4.910246 0.144 -0.152 0.043 0.285
C 1.043784 -0.827957 5.096868 -0.688 0.451 -0.877 -0.660
C 0.218237 -0.247782 3.960049 -4.427 3.133 -6.091 0.498
N -0.466512 0.233462 3.016957 5.419 -3.884 7.352 -0.533
H 0.536275 -1.699695 5.518989 -0.027 0.151 -0.179 0.239
H 2.026319 -1.132681 4.726282 -0.151 0.161 -0.005 0.155
H 1.176082 -0.078143 5.881784 -0.034 -0.034 -0.242 0.323
C 3.342018 3.338036 -2.026601 -1.056 -0.448 -0.429 -1.000
C 2.005754 2.831624 -2.544706 -6.960 -2.629 -2.771 0.475
N 0.897327 2.411465 -2.974539 8.780 3.498 3.404 -0.605
H 3.409339 3.175264 -0.947412 -0.117 0.023 -0.194 0.420
H 4.159331 2.804069 -2.518986 -0.232 0.056 -0.011 0.289
H 3.440405 4.407534 -2.232305 -0.121 -0.230 -0.009 0.372
C 0.945012 5.940808 0.717038 1.228 -0.016 -0.336 -0.513
C 2.420096 5.877368 0.355670 8.015 -0.348 -1.929 0.357
N 3.643728 5.824841 0.055890 -9.767 0.408 2.401 -0.499
H 0.810542 5.708429 1.777036 0.138 0.055 -0.176 0.217
H 0.555741 6.943420 0.520058 0.067 -0.084 0.072 0.188
H 0.383512 5.217088 0.119739 0.194 0.083 0.028 0.255
C 1.373157 3.897346 -6.291912 1.283 0.228 0.581 -0.550
C 2.761044 4.083219 -5.700554 7.527 0.889 3.222 0.226
N 3.912319 4.237499 -5.209977 -9.157 -1.269 -3.856 -0.482
H 0.800315 3.191731 -5.683935 0.194 0.135 0.065 0.242
H 0.846934 4.855501 -6.316245 0.261 -0.221 0.071 0.269
H 1.451255 3.507981 -7.310791 0.141 0.120 0.146 0.288
C 2.317228 -7.548952 0.824120 0.569 0.901 -0.620 -0.544
C 2.933254 -6.431447 -0.001821 3.364 6.015 -4.442 0.482
N 3.444318 -5.504506 -0.687018 -4.163 -7.329 5.379 -0.530
H 1.251874 -7.638415 0.594566 0.184 0.081 -0.099 0.035
H 2.811573 -8.497168 0.595925 -0.021 0.223 -0.054 0.337
H 2.435083 -7.333304 1.889684 0.034 0.083 -0.200 0.300
C -3.932163 1.885948 0.857498 0.778 -0.422 -0.856 -0.910
C -3.012362 1.315073 -0.209533 4.990 -3.070 -5.780 0.535
N -2.249376 0.841592 -1.094728 -6.283 3.778 7.142 -0.542
H -3.345333 2.207932 1.722156 0.034 -0.109 -0.211 0.285
H -4.478515 2.744751 0.458097 0.152 -0.171 -0.050 0.326
H -4.649424 1.124957 1.177259 0.158 0.059 -0.139 0.290
C -1.548413 3.478092 -9.138991 0.200 0.899 0.844 -0.749
C -1.309205 4.554397 -8.092648 1.196 5.950 5.691 0.465
N -1.110873 5.447232 -7.224656 -1.752 -7.149 -7.055 -0.532
H -1.151742 2.521673 -8.787433 -0.039 0.206 0.036 0.253
H -2.620440 3.371854 -9.326167 0.170 0.106 0.112 0.310
H -1.048917 3.749028 -10.073291 -0.055 0.056 0.215 0.274
C -0.238210 8.704443 3.457502 -1.979 0.733 -0.420 -0.844
C -1.153073 8.673353 2.244017 -1.864 0.435 -1.856 0.235
N -1.911992 8.647465 1.237403 10.087 -4.643 1.315 -0.507
H -0.732354 9.222948 4.283730 0.373 -0.025 0.377 0.294
H 0.001644 7.684378 3.769754 -0.063 0.103 -0.201 0.228
H 0.689276 9.228992 3.211658 -0.215 -0.120 -0.174 0.257
C -5.202352 10.319129 -0.848578 1.224 -0.583 -0.189 -0.795
C -4.057965 9.664323 -0.092210 4.480 -2.430 2.723 0.426
N -3.108672 9.121057 0.535168 -12.354 6.675 -1.758 -0.053
H -4.816450 11.111897 -1.495321 -0.039 -0.098 0.024 0.269
H -5.715989 9.575675 -1.464221 0.120 0.067 0.068 0.270
H -5.916616 10.751615 -0.142460 0.310 -0.191 0.064 0.250
C -3.856256 -6.008606 9.661536 -0.699 0.478 -0.895 -0.710
C -4.681803 -5.428432 8.524719 -4.532 3.158 -6.178 0.404
N -5.366552 -4.947188 7.581626 5.548 -3.838 7.492 -0.465
H -4.363765 -6.880343 10.083658 0.003 0.171 -0.157 0.288
H -2.873721 -6.313329 9.290951 -0.195 0.074 -0.039 0.255
H -3.723958 -5.258793 10.446454 -0.096 -0.059 -0.202 0.269
C 5.644763 -0.852491 -3.127054 0.239 0.886 0.854 -0.345
C 5.883971 0.223814 -2.080711 1.291 5.824 5.692 0.432
N 6.082303 1.116650 -1.212719 -1.674 -7.156 -6.852 -0.524
H 6.041434 -1.808910 -2.775496 -0.026 0.211 0.046 0.296
H 4.572735 -0.958729 -3.314231 0.157 0.108 0.068 -0.146
H 6.144258 -0.581554 -4.061353 -0.063 0.061 0.210 0.334
C 4.881856 -0.783351 2.073733 -0.078 0.607 1.087 -0.351
C 4.762511 -0.122076 3.437169 -0.661 3.604 7.440 0.250
N 4.663608 0.426456 4.568199 0.680 -4.441 -9.025 -0.448
H 4.764575 -0.035163 1.284977 0.074 -0.008 0.177 0.113
H 5.862689 -1.256040 1.973253 -0.149 0.129 0.106 0.321
H 4.105932 -1.545463 1.959947 0.095 0.095 0.146 0.127

=====

2.
120
Properties=species:S:1:pos:R:3:forces:R:3:mulliken_charge:R:1 method="wB97M-V/def2-TZVPD" fmax_ev_per_a=1.9 spin_multiplicity=1 total_charge=0 e_homo_ev=-7.465 orbital_gap_ev=7.7
C 5.165112 -2.184659 3.410174 -0.360 0.484 0.589 -0.382
O 5.404291 -0.772362 3.535758 0.047 -0.197 -0.462 -0.413
C 5.709998 -0.179259 2.273268 0.088 0.043 0.288 -1.801
C 4.454348 0.051336 1.427950 -0.658 0.196 -0.522 0.016
C 3.336631 0.806673 1.962448 0.940 -0.025 0.604 0.689
C 3.410664 1.422223 3.352852 -0.598 0.188 0.448 -0.879
C 3.274948 2.973255 3.419401 0.246 0.095 0.043 -0.188
C 3.857860 3.786059 2.233210 -0.213 1.032 0.231 -0.700
C 2.906963 4.916468 1.726953 1.466 -0.430 -0.508 -1.014
N 1.952354 4.461394 0.706046 -0.332 0.676 1.719 -0.174
C 0.595866 4.770604 0.953835 -1.181 -0.518 -1.349 0.651
N -0.174271 4.905365 -0.062703 0.114 0.190 0.703 -0.713
N 0.052941 4.889729 2.263625 1.197 -0.163 0.031 -0.665
C 2.188988 0.994818 1.239163 0.558 0.167 -0.023 -0.448
O 1.167465 1.695115 1.856990 -0.235 -1.093 -0.214 -0.011
C 0.119074 0.720554 2.174405 -0.107 0.319 0.429 -0.864
C -0.668205 1.165370 3.431164 0.760 0.809 0.251 1.395
C -0.144962 0.476561 4.750500 -1.099 0.025 -0.799 -1.757
C -2.207085 1.151701 3.263439 0.191 -0.225 0.342 -1.794
C -2.875430 -0.166996 2.808014 -0.159 -0.481 -0.519 0.831
C -2.877858 -0.408013 1.258340 0.172 0.301 0.587 -1.480
C -2.367164 -1.464045 3.488600 -0.803 -0.226 0.329 -1.453
C 2.048703 0.494259 -0.101816 -0.414 0.684 1.057 0.076
N 0.883201 0.767635 -0.767746 1.182 -1.035 -0.708 -0.303
C 0.894539 0.252741 -1.980564 -0.913 0.402 -0.425 -0.707
C 1.992755 -0.461500 -2.554878 0.029 -0.074 0.112 -0.677
N 3.113924 -0.710912 -1.914965 -1.005 0.588 0.038 -0.422
C 3.126925 -0.224128 -0.636343 0.903 -0.051 0.276 0.487
C 4.322833 -0.438712 0.142221 0.091 -0.574 -0.802 1.190
P 5.746523 -1.381383 -0.615291 1.105 0.108 0.928 0.186
C 5.079587 -2.993387 -1.229039 -0.462 0.400 -0.551 -0.939
O 6.292779 -0.465204 -1.908168 -0.945 -1.006 -0.060 -0.530
H 5.968068 -2.725548 3.936455 -0.282 0.025 -0.390 0.226
H 4.202856 -2.375722 3.915710 0.376 -0.211 -0.254 0.233
H 5.082840 -2.488368 2.358013 0.107 -0.084 0.347 0.166
H 6.226115 0.776007 2.470108 -0.322 -0.239 0.025 0.328
H 6.428832 -0.837367 1.769333 -0.286 0.414 -0.156 0.704
H 2.554918 1.007482 3.922556 0.394 0.130 -0.125 -0.192
H 4.299242 1.128439 3.923588 -0.196 -0.094 -0.569 0.765
H 3.812265 3.301069 4.328397 -0.248 -0.162 -0.298 0.629
H 2.227691 3.273382 3.595713 0.315 -0.315 -0.291 -0.096
H 4.758228 4.322701 2.586031 -0.209 -0.383 -0.172 0.396
H 4.177272 3.203309 1.355014 -0.190 -0.112 0.370 0.352
H 3.569400 5.656397 1.234378 -0.359 -0.095 0.303 0.396
H 2.454757 5.426360 2.590371 -0.132 -0.191 -0.360 0.482
H 2.082538 3.493298 0.441448 -0.205 0.114 -0.059 0.132
H -1.105747 5.101747 0.318500 -0.061 -0.154 -0.447 0.259
H 0.656736 4.478813 2.967682 -0.210 0.012 -0.049 0.323
H -0.869474 4.474777 2.306948 0.079 0.180 -0.030 0.303
H 0.647564 -0.221013 2.412314 -0.429 0.120 -0.364 0.304
H -0.499877 0.637062 1.273239 0.121 -0.170 0.350 0.264
H -0.383476 2.229435 3.564053 -0.298 -0.343 -0.250 -0.134
H 0.333446 -0.474937 4.473268 0.019 0.291 0.515 0.272
H 0.506847 1.135252 5.336762 0.063 -0.318 -0.304 0.361
H -1.040978 0.270066 5.358395 0.564 -0.072 0.059 0.530
H -2.487579 1.980324 2.590124 -0.002 -0.410 0.047 0.257
H -2.642121 1.414565 4.247483 0.215 -0.063 -0.345 0.575
H -3.943929 -0.086575 3.083554 0.447 0.168 0.013 0.480
H -2.731660 0.557107 0.746198 -0.229 -0.495 -0.098 0.340
H -2.072542 -1.102355 0.962703 -0.238 0.367 0.017 0.304
H -3.837197 -0.862607 0.970119 0.306 0.206 -0.099 0.389
H -1.517100 -1.941968 2.977325 -0.050 0.429 0.237 0.264
H -2.162711 -1.352055 4.565086 0.084 0.034 -0.448 0.294
H -3.197083 -2.196578 3.439991 0.411 0.169 -0.091 0.421
H -0.008715 0.382772 -2.602942 0.702 -0.030 0.453 0.943
H 1.887748 -0.828315 -3.581572 0.076 0.128 0.338 0.394
H 5.886263 -3.512676 -1.768573 -0.132 0.126 0.357 0.372
H 4.211230 -2.922069 -1.900248 0.240 -0.001 0.258 0.271
H 4.798800 -3.571658 -0.333074 0.200 0.173 -0.286 0.219
H 5.813834 -0.717958 -2.713020 -0.070 0.403 0.070 0.323
C -2.681516 -2.295646 -3.888488 -0.133 0.083 -0.033 -0.982
S -1.195027 -1.520731 -4.525928 -0.061 -0.132 -0.034 0.521
O -1.175434 -0.113667 -4.018221 -0.332 -0.107 -0.406 -0.676
C -1.724429 -1.460035 -6.241121 0.036 0.102 0.026 -0.891
H -2.579962 -2.395171 -2.810319 0.100 -0.043 -0.038 0.235
H -3.548878 -1.674825 -4.117712 0.086 0.083 -0.065 0.415
H -2.797200 -3.284105 -4.329708 0.063 -0.023 0.079 0.386
H -2.650610 -0.895581 -6.325200 -0.015 -0.058 0.035 0.160
H -1.867789 -2.473855 -6.613844 -0.011 0.002 0.028 0.382
H -0.944808 -0.968057 -6.821319 0.047 -0.020 0.080 0.383
C -5.085375 -4.575803 -0.844308 -0.119 0.072 -0.022 -0.741
S -3.768935 -5.670733 -1.397399 0.035 -0.061 0.106 0.463
O -3.203903 -5.087725 -2.643116 -0.121 -0.035 0.011 -0.549
C -4.843265 -7.030295 -1.882897 -0.106 -0.044 -0.065 -0.988
H -4.635716 -3.635526 -0.528981 0.072 -0.049 -0.014 0.109
H -5.781917 -4.390125 -1.662585 0.052 -0.036 -0.038 0.321
H -5.605512 -5.029595 -0.000277 0.044 -0.017 0.003 0.385
H -5.554666 -6.689200 -2.635541 0.042 0.058 0.002 0.309
H -5.370704 -7.407677 -1.006497 0.037 0.019 0.019 0.372
H -4.222182 -7.820624 -2.300519 0.058 0.060 0.027 0.326
C -3.272721 7.666093 -0.497125 0.088 -0.002 -0.114 -0.945
S -4.613838 6.984097 0.490790 0.045 0.088 0.033 0.468
O -4.226546 5.599460 0.871155 0.024 0.019 -0.082 -0.566
C -5.795385 6.859948 -0.861766 -0.043 -0.063 -0.126 -0.933
H -2.402099 7.792087 0.144428 -0.058 -0.046 0.058 0.294
H -3.025221 6.984941 -1.311983 -0.032 -0.060 0.054 0.316
H -3.571802 8.636622 -0.894587 -0.037 -0.003 0.047 0.392
H -5.388414 6.227608 -1.651372 0.054 -0.012 0.052 0.298
H -6.011531 7.856388 -1.247980 0.017 0.011 0.045 0.361
H -6.710001 6.415036 -0.473742 0.049 0.009 0.067 0.314
C -3.017622 1.233254 -9.568111 0.093 -0.013 -0.113 -0.939
S -4.387430 0.589307 -8.596194 -0.055 0.105 0.029 0.533
O -4.053686 -0.816270 -8.238145 -0.031 0.040 -0.143 -0.600
C -5.570386 0.528864 -9.950804 -0.032 -0.042 -0.124 -0.983
H -2.148099 1.314231 -8.918098 -0.068 -0.014 0.061 0.302
H -2.795293 0.553654 -10.391423 -0.053 -0.043 0.036 0.308
H -3.276211 2.220539 -9.951572 -0.025 -0.002 0.044 0.378
H -5.186367 -0.106413 -10.749424 0.049 -0.015 0.050 0.303
H -5.749256 1.538111 -10.322299 0.015 0.009 0.045 0.383
H -6.501095 0.112421 -9.569868 0.051 0.007 0.070 0.321
C 4.853855 -6.095872 5.608044 0.025 0.075 0.128 -0.934
S 4.024397 -6.285777 4.022311 -0.017 -0.119 -0.005 0.409
O 4.521247 -5.205787 3.132308 -0.026 0.057 0.052 -0.512
C 2.393185 -5.792209 4.602511 -0.081 0.084 0.073 -0.906
H 5.909999 -6.318871 5.467846 -0.035 -0.016 -0.084 0.325
H 4.742150 -5.071319 5.964803 -0.027 0.010 -0.069 0.275
H 4.428015 -6.795670 6.327745 -0.009 -0.018 -0.040 0.385
H 2.438332 -4.786907 5.022918 0.065 -0.002 -0.028 0.254
H 2.044082 -6.501469 5.353488 0.027 -0.022 -0.022 0.378
H 1.713976 -5.801015 3.751852 0.077 -0.028 -0.035 0.322

=====

3.
26
Properties=species:S:1:pos:R:3:forces:R:3:mulliken_charge:R:1 method="wB97M-V/def2-TZVPD" fmax_ev_per_a=3.1 spin_multiplicity=1 total_charge=0 e_homo_ev=-8.843 orbital_gap_ev=9.6
O -1.286266 -1.646601 -2.377228 0.788 -0.630 1.151 -0.524
Cl -1.775915 1.213873 3.317976 0.094 0.998 1.252 -0.192
O -1.776950 -1.055712 -0.307860 0.503 -1.202 -0.300 -0.378
O -0.091320 -0.419316 1.725300 0.357 -2.140 0.255 -0.301
O -0.775588 1.320327 -0.178346 -0.258 -0.267 1.541 -0.340
C -0.879995 -1.524045 -1.243564 -1.085 0.538 -1.072 0.525
N 1.477214 -0.540997 -0.735649 -0.755 -0.344 0.863 0.080
C 0.596920 -1.747607 -0.840189 0.664 0.061 -0.933 -0.798
C 1.022767 0.366364 1.561764 1.352 2.611 1.104 -0.180
C -0.259434 1.152990 -1.456264 -0.186 0.899 -2.737 -0.496
C 2.045276 -0.094808 0.584565 -0.336 -2.821 -1.281 -0.988
C 1.118925 0.481540 -1.687936 1.652 0.548 0.785 -0.732
C -2.675776 0.550336 1.984647 0.871 0.058 -2.138 -0.648
Si -1.271086 0.043804 0.775612 -2.284 1.708 -0.283 0.457
H 0.650134 -2.398139 0.036516 0.132 0.263 -0.046 0.348
H 0.934219 -2.293780 -1.744647 0.078 -0.001 0.601 0.403
H 0.653693 1.329269 1.186970 0.766 0.119 0.370 0.419
H 1.444159 0.584900 2.548700 0.240 -0.276 -0.054 0.478
H -1.008848 0.567658 -2.008571 0.351 0.603 -0.241 0.388
H -0.172484 2.164525 -1.942580 -0.362 -0.834 0.471 0.390
H 2.778750 0.678318 0.415303 0.128 0.314 -0.220 0.372
H 2.605740 -1.002031 0.893218 -0.275 0.539 0.394 0.324
H 1.999232 1.193139 -1.679947 -1.175 -0.258 0.169 0.380
H 1.218993 0.020437 -2.678705 -0.731 0.217 -0.078 0.354
H -3.299530 1.303856 1.497702 -0.021 -0.012 0.338 0.298
H -3.272830 -0.248299 2.353210 -0.505 -0.691 0.090 0.361